Below is a molecular structure, H26LiO17PZr, with properties calculated with ωB97M-V/def2-TZVPD.

The calculation puts the relative energy (zero: lowest compared OMol25 entry of this formula, charge and spin) at 158.9 kJ/mol. The HOMO energy comes out at -16.25 eV. As for the total charge: +2. Its gap between HOMO and LUMO is 0.3257 hartree. The spin multiplicity is 1. The max |F| is 5.063 eV Å⁻¹.

Geometry as XYZ:
```
46
H26LiO17PZr | the OMol25 dataset | ωB97M-V/def2-TZVPD
Li 6.083 -11.300 35.133
Zr 10.427 -11.793 31.706
P 8.505 -12.240 33.365
O 9.846 -11.631 33.716
O 8.489 -11.252 32.159
O 7.332 -12.366 34.306
O 9.130 -13.317 32.427
O 5.157 -14.117 33.569
H 5.899 -13.513 33.683
H 4.393 -13.552 33.420
O 8.177 -15.607 33.095
H 7.374 -15.471 33.611
H 8.522 -14.711 32.888
O 10.229 -9.531 31.394
H 10.266 -9.207 30.483
H 9.690 -8.880 31.866
O 11.890 -13.247 32.617
H 11.613 -14.121 32.994
H 12.854 -13.251 32.655
O 12.052 -10.673 32.897
H 11.750 -9.798 33.176
H 12.561 -11.007 33.646
O 6.087 -10.325 31.636
H 6.976 -10.732 31.684
H 5.648 -10.583 32.448
O 6.916 -13.397 30.299
H 7.532 -13.398 31.037
H 6.673 -14.322 30.181
O 7.930 -14.491 35.986
H 8.885 -14.592 35.925
H 7.723 -13.709 35.460
O 10.612 -13.802 30.352
H 10.076 -14.561 30.619
H 11.232 -14.151 29.700
O 9.470 -11.516 29.669
H 8.660 -11.010 29.507
H 9.687 -11.919 28.818
O 10.286 -10.767 36.214
H 9.839 -11.013 35.391
H 10.896 -11.489 36.387
O 5.248 -12.757 36.528
H 4.578 -13.204 37.055
H 6.069 -13.225 36.732
O 10.847 -15.598 33.521
H 11.050 -16.496 33.240
H 9.874 -15.575 33.559
```

---

Below is 12 unconnected molecules or ions with the total composition H26NO11, with properties calculated with ωB97M-V/def2-TZVPD.

The calculation puts the relative energy (zero: lowest compared OMol25 entry of this formula, charge and spin) at 496.5 kJ/mol. The HOMO energy comes out at -12.79 eV. As for the total charge: +1. Its gap between HOMO and LUMO is 0.3506 hartree. The spin multiplicity is 1. The max |F| is 10.908 eV Å⁻¹.

Geometry as XYZ:
```
38
H26NO11 | the OMol25 dataset | ωB97M-V/def2-TZVPD
N -0.224 -0.011 -0.531
H -0.798 0.147 -1.516
H 0.717 -0.245 -0.705
H -0.597 -0.650 -0.074
H -0.237 0.792 0.105
O 1.478 0.207 -3.110
H 2.385 0.131 -3.426
H 1.206 1.045 -3.622
O 1.866 1.641 1.441
H 2.445 0.707 1.597
H 2.335 2.179 0.958
O 2.708 -2.563 -1.035
H 2.505 -1.683 -0.806
H 3.397 -2.497 -1.728
O -0.092 2.679 3.148
H -0.232 1.997 3.782
H 0.321 2.214 2.424
O -2.770 -2.029 -0.025
H -2.800 -2.862 0.308
H -3.373 -1.617 0.426
O -1.234 2.389 -2.236
H -1.350 3.325 -1.954
H -1.913 2.371 -2.860
O 1.123 -2.517 -2.626
H 1.586 -2.666 -1.806
H 1.330 -1.562 -2.880
O 2.805 -0.822 1.363
H 2.495 -1.422 2.219
H 3.479 -0.434 1.817
O -0.276 -1.237 2.608
H 0.381 -1.860 2.849
H -1.080 -1.735 2.707
O -3.513 0.779 -1.249
H -3.283 1.722 -0.908
H -4.134 0.351 -0.621
O -2.154 1.295 1.690
H -1.812 1.826 2.329
H -2.707 0.600 1.960
```

---

Below is 12 unconnected molecules or ions with the total composition H26NO11, with properties calculated with ωB97M-V/def2-TZVPD.

The calculation puts the relative energy (zero: lowest compared OMol25 entry of this formula, charge and spin) at 52.1 kJ/mol. The HOMO energy comes out at -13.96 eV. As for the total charge: +1. Its gap between HOMO and LUMO is 0.3986 hartree. The spin multiplicity is 1. The max |F| is 1.143 eV Å⁻¹.

Geometry as XYZ:
```
38
H26NO11 | the OMol25 dataset | ωB97M-V/def2-TZVPD
N 0.602 0.313 -0.249
H 1.157 -0.528 -0.169
H 0.303 0.506 -1.194
H 1.052 1.102 0.193
H -0.217 0.169 0.324
O -2.374 1.721 -0.052
H -2.913 2.488 0.144
H -2.800 1.315 -0.807
O 2.548 2.275 0.065
H 3.387 2.363 0.517
H 2.714 2.611 -0.816
O -1.239 2.962 2.087
H -1.565 2.246 1.541
H -0.660 2.536 2.719
O -1.726 -1.214 -1.744
H -1.714 -0.517 -2.400
H -2.633 -1.520 -1.735
O -1.958 0.488 -3.934
H -1.904 0.724 -4.860
H -1.190 0.899 -3.536
O 3.287 -0.418 2.640
H 2.892 -1.046 2.035
H 2.609 -0.259 3.297
O 0.325 1.495 -2.805
H 0.243 2.415 -3.057
H 1.153 1.213 -3.194
O 1.290 -2.855 2.528
H 0.956 -2.586 1.672
H 0.602 -3.415 2.889
O -1.184 -0.105 1.707
H -2.094 0.144 1.866
H -0.945 -0.636 2.467
O 1.947 -1.917 0.022
H 1.957 -2.403 -0.803
H 2.743 -2.197 0.474
O -1.222 -2.993 0.663
H -1.319 -2.043 0.723
H -2.109 -3.333 0.782
```

---

Below is 14 unconnected molecules or ions with the total composition H26NO16, with properties calculated with ωB97M-V/def2-TZVPD.

The calculation puts the relative energy (zero: lowest compared OMol25 entry of this formula, charge and spin) at 165.4 kJ/mol. The HOMO energy comes out at -6.26 eV. As for the total charge: -1. Its gap between HOMO and LUMO is 0.3192 hartree. The spin multiplicity is 1. The max |F| is 4.488 eV Å⁻¹.

Geometry as XYZ:
```
43
H26NO16 | the OMol25 dataset | ωB97M-V/def2-TZVPD
N 0.131 0.399 0.462
O -0.179 0.177 1.679
O -0.445 -0.138 -0.485
O 1.289 0.811 0.257
O 2.921 0.931 -2.784
H 2.529 0.991 -3.669
H 2.214 0.745 -2.261
O -3.487 1.530 -0.448
H -3.307 2.426 -0.631
H -2.970 0.973 -1.053
O -3.795 0.345 1.810
H -3.785 0.766 0.943
H -3.115 -0.364 1.700
O 2.858 -0.756 2.698
H 3.200 -1.534 2.340
H 2.152 -0.512 2.123
O 3.871 -0.784 0.034
H 4.608 -0.246 0.099
H 3.369 -0.156 0.583
O 1.768 -1.734 -1.412
H 2.399 -1.222 -0.910
H 0.958 -1.244 -1.274
O -0.264 2.916 -1.510
H 0.643 2.690 -1.731
H -0.872 2.720 -2.236
O -2.410 -0.437 -2.289
H -1.780 -0.556 -1.630
H -3.107 -1.127 -2.065
O 0.166 0.299 -3.565
H -0.677 -0.101 -3.340
H 0.728 -0.328 -4.040
O -2.203 -1.773 1.533
H -2.020 -2.462 0.883
H -1.404 -1.627 2.060
O -1.658 0.850 3.963
H -1.206 0.471 3.203
H -1.135 1.601 4.243
O 1.553 1.760 3.082
H 1.144 1.062 2.580
H 2.438 1.668 2.666
O -0.488 -3.291 -0.280
H -0.501 -3.341 -1.198
H -0.129 -2.414 -0.115
```

---

Below is 13 unconnected molecules or ions with the total composition H26O13, with properties calculated with ωB97M-V/def2-TZVPD.

The calculation puts the relative energy (zero: lowest compared OMol25 entry of this formula, charge and spin) at 566.4 kJ/mol. The HOMO energy comes out at -9.57 eV. Its gap between HOMO and LUMO is 0.3253 hartree. The spin multiplicity is 1. The max |F| is 5.747 eV Å⁻¹.

Geometry as XYZ:
```
39
H26O13 | the OMol25 dataset | ωB97M-V/def2-TZVPD
H -0.847 0.838 -0.435
H 0.587 0.352 -0.307
H -2.479 0.698 1.415
H -1.417 -0.288 1.872
H -2.674 5.545 1.707
H -2.280 4.084 1.841
H 1.049 -1.954 3.624
H 0.544 -0.868 2.688
H 2.505 -1.427 2.274
H 2.659 -1.929 3.700
H -2.175 -3.930 -2.932
H -2.232 -2.435 -2.667
H 2.052 3.502 0.451
H 1.508 3.213 -0.938
H 2.140 -2.995 0.461
H 3.382 -2.756 -0.382
H -5.259 0.031 -0.480
H -5.098 -0.418 0.963
H 4.742 2.302 -1.626
H 4.036 1.186 -0.872
H -1.177 2.698 -2.601
H -1.144 2.305 -4.069
H -1.615 -4.306 0.525
H -2.173 -3.276 -0.443
H 3.065 -0.078 -1.012
H 3.022 0.054 -2.526
O -0.273 0.097 -0.659
O -2.319 -0.003 2.056
O -3.036 4.653 1.659
O 0.634 -1.084 3.623
O 2.583 -1.119 3.184
O -2.208 -3.080 -3.383
O 1.486 2.889 -0.031
O 2.449 -2.522 -0.320
O -5.734 -0.401 0.239
O 4.860 1.685 -0.894
O -1.101 3.071 -3.487
O -1.649 -4.084 -0.413
O 3.584 -0.253 -1.805
```

---

Below is 13 unconnected molecules or ions with the total composition H26O13, with properties calculated with ωB97M-V/def2-TZVPD.

The calculation puts the relative energy (zero: lowest compared OMol25 entry of this formula, charge and spin) at 435.1 kJ/mol. The HOMO energy comes out at -9.94 eV. Its gap between HOMO and LUMO is 0.3538 hartree. The spin multiplicity is 1. The max |F| is 4.417 eV Å⁻¹.

Geometry as XYZ:
```
39
H26O13 | the OMol25 dataset | ωB97M-V/def2-TZVPD
H -0.806 -1.040 -0.217
H -0.122 -0.124 0.867
H 3.582 -3.228 -1.082
H 2.250 -2.954 -0.563
H 1.598 0.665 3.414
H 2.201 0.840 2.006
H 0.619 4.122 1.267
H 1.563 4.923 2.061
H -1.084 3.551 -1.259
H -1.832 2.458 -1.846
H 3.571 2.280 0.408
H 2.099 2.305 0.448
H 2.513 0.238 -0.889
H 1.422 0.347 -2.017
H -0.182 -3.951 1.100
H 1.253 -3.928 0.631
H 0.095 1.450 -2.131
H 1.203 2.526 -2.699
H -2.058 -1.086 -3.060
H -2.786 -0.347 -1.955
H -2.633 1.014 1.204
H -2.033 2.091 0.379
H -2.244 -1.955 3.142
H -2.334 -0.435 2.928
H -3.274 -4.076 -1.939
H -1.955 -4.695 -1.265
O -0.343 -0.149 -0.066
O 3.050 -3.212 -0.245
O 1.357 0.548 2.474
O 0.849 4.276 2.154
O -1.521 2.765 -0.984
O 2.761 2.165 -0.223
O 1.971 -0.283 -1.558
O 0.372 -4.472 0.542
O 0.790 2.042 -1.902
O -1.880 -0.564 -2.204
O -2.550 1.950 1.184
O -2.678 -1.152 3.470
O -2.804 -4.906 -1.575
```

---

> What is the formula in the sixth record?

H26O13